# 1
This record from OMol25 describes 2 unconnected molecules or ions with the total composition C3H9N2O in a non-equilibrium geometry. The level of theory is ωB97M-V/def2-TZVPD.

Structure (ORCA input):
```
! RIJCOSX wB97M-V def2-TZVPD def2/J DEFGRID3
* xyz 1 3
C -1.2914 1.1976 -0.0012
C 0.5976 -0.8662 0.2683
C 0.6655 0.5198 -0.4782
N 1.6510 1.2990 0.1335
N -0.6620 -1.6233 -0.1312
O -2.2347 0.4959 0.1017
H -1.0996 2.2235 0.1798
H 0.5159 -0.7465 1.3161
H 1.4883 -1.3739 -0.0335
H 0.4513 0.6137 -1.4862
H 1.8764 2.0462 -0.4578
H 1.4388 1.6603 1.0769
H -1.7025 -0.9056 -0.0132
H -0.8619 -2.4844 0.5675
H -0.8327 -2.0562 -1.0423
*
```

E_HOMO (spin up / spin down) = -0.3776 / -0.5830 Ha
⟨S²⟩ = 2.01
Kohn-Sham gap (spin up / spin down) = 6.853 / 9.830 eV

# 2
This record from OMol25 describes a gas-phase ion, C3H9N2O (charge +1) in a non-equilibrium geometry. The level of theory is ωB97M-V/def2-TZVPD.

Structure (ORCA input):
```
! RIJCOSX wB97M-V def2-TZVPD def2/J DEFGRID3
* xyz 1 3
C 0.7436 -0.3756 -0.2955
C -0.5629 -0.0679 0.3483
C 2.0841 0.3392 -0.1343
N -0.9589 0.8362 1.2843
N -1.9975 -0.5226 -0.3182
O 0.1824 -1.1999 0.8328
H 0.7139 -0.9232 -1.2024
H 2.1354 0.8830 0.8254
H 2.3786 0.9782 -0.9196
H 2.8495 -0.4854 -0.1326
H -0.6540 1.7730 1.2704
H -1.0721 0.4244 2.1966
H -2.0192 -0.7269 -1.3579
H -2.7100 0.2211 -0.1004
H -2.3848 -1.3054 0.1285
*
```

E_HOMO (spin up / spin down) = -0.2934 / -0.6044 Ha
⟨S²⟩ = 2.01
Kohn-Sham gap (spin up / spin down) = 4.939 / 6.769 eV

# 3
This record from OMol25 describes 2 unconnected molecules or ions with the total composition C3H9N2O in a non-equilibrium geometry. The level of theory is ωB97M-V/def2-TZVPD.

Structure (ORCA input):
```
! RIJCOSX wB97M-V def2-TZVPD def2/J DEFGRID3
* xyz 2 2
C 0.4241 2.8123 -0.3765
N 0.7314 1.8526 -1.1654
H 0.5801 2.7088 0.6941
H 0.0841 3.7525 -0.7947
H 0.5848 2.0285 -2.1593
H 0.7524 0.8610 -0.8604
C -0.8159 -0.4902 1.5098
C -0.3663 -1.3135 0.3611
N 0.8198 -0.9672 -0.3311
O -0.8659 -2.3768 0.0516
H 0.0506 -0.1098 2.0580
H -1.4083 -1.1002 2.1910
H -1.3732 0.3950 1.1925
H 1.6496 -1.1381 0.2511
H 0.9048 -1.5290 -1.1862
*
```

E_HOMO (spin up / spin down) = -0.8166 / -0.8086 Ha
⟨S²⟩ = 0.76
Kohn-Sham gap (spin up / spin down) = 12.770 / 8.465 eV

# 4
This record from OMol25 describes 2 unconnected molecules or ions with the total composition C3H9N2O2 in a non-equilibrium geometry. The level of theory is ωB97M-V/def2-TZVPD.

Structure (ORCA input):
```
! RIJCOSX wB97M-V def2-TZVPD def2/J DEFGRID3
* xyz 1 1
C -0.9577 -2.1700 -0.5286
C -0.4002 0.3574 1.2317
C 0.1066 2.0317 -0.4702
N 0.2884 -2.3677 -0.5402
N 0.0834 0.6315 -0.0264
O -2.0616 -1.9461 -0.4452
O 1.1985 -0.0931 -0.2361
H 0.4443 0.3707 2.0252
H -1.2404 1.1030 1.5376
H -0.9416 -0.5582 1.1270
H 0.3093 1.9677 -1.4918
H -0.9353 2.3410 -0.5266
H 0.7542 2.8027 0.0255
H 1.0063 -1.4523 -0.4151
H 0.7503 -3.1983 -0.2279
H 1.5955 0.1799 -1.0390
*
```

E_HOMO = -0.4774 Ha
Kohn-Sham gap = 8.723 eV

# 5
This record from OMol25 describes 2 unconnected molecules or ions with the total composition C3H9N2OS. The level of theory is ωB97M-V/def2-TZVPD.

Structure (ORCA input):
```
! RIJCOSX wB97M-V def2-TZVPD def2/J DEFGRID3
* xyz -1 1
C -1.0985 1.5304 -2.6592
N 0.0419 0.8280 -2.6395
O -1.9601 1.5774 -1.8000
H -1.2106 2.1025 -3.6057
H 0.4084 0.1771 -1.8751
H 0.7003 1.0431 -3.3662
C -0.0545 -1.1147 2.0753
C -0.1482 -0.4514 0.7057
S 1.1674 -1.0401 -0.4309
N 1.1704 -0.8011 2.7939
H -0.0912 -2.1970 1.9365
H -0.9122 -0.8397 2.6992
H -0.0463 0.6293 0.8493
H -1.1086 -0.6345 0.2213
H 1.1999 0.2046 2.9403
H 1.9420 -1.0138 2.1552
*
```

E_HOMO = -0.1094 Ha
Kohn-Sham gap = 6.717 eV

# 6
This record from OMol25 describes a molecular structure, C3H9N2OS in a non-equilibrium geometry. The level of theory is ωB97M-V/def2-TZVPD.

Structure (ORCA input):
```
! RIJCOSX wB97M-V def2-TZVPD def2/J DEFGRID3
* xyz 1 1
C 0.8941 0.3977 0.7611
C 0.4388 -0.6835 -0.2287
C -0.3479 0.4296 -0.9195
N 1.5787 -1.2274 -0.9219
N 0.0269 1.4227 0.0563
O -2.5365 -0.2352 0.9775
S -2.7095 0.2792 -0.6239
H 0.5191 0.1274 1.8332
H 1.9449 0.7692 0.7412
H -0.2895 -1.2504 0.2852
H -0.0032 0.7253 -1.8576
H 1.2410 -2.1015 -1.4048
H 2.2565 -1.3603 -0.1991
H -0.7198 1.6454 0.7853
H 0.5765 2.2862 -0.3595
H -2.8701 -1.2244 1.0752
*
```

E_HOMO = -0.4926 Ha
Kohn-Sham gap = 8.763 eV

# 7
This record from OMol25 describes a gas-phase ion, C3H9N2OS (charge +1) in a non-equilibrium geometry. The level of theory is ωB97M-V/def2-TZVPD.

Structure (ORCA input):
```
! RIJCOSX wB97M-V def2-TZVPD def2/J DEFGRID3
* xyz 1 1
C -0.5351 -0.2011 -0.6631
C 2.3256 -1.1045 0.5303
C -1.9894 1.8340 0.5075
N 0.1491 -0.0181 0.4293
N -0.2460 -1.1482 -1.5064
O 1.0129 -0.9864 1.0103
S -1.9264 0.8905 -1.0270
H 2.5661 -0.1031 0.2916
H 2.3550 -1.7626 -0.3225
H 2.8272 -1.4124 1.3898
H -2.6094 2.6874 0.2330
H -1.0372 2.1823 0.6294
H -2.5973 1.2524 1.1001
H 0.0068 0.8111 1.1512
H 0.4730 -1.8718 -1.3735
H -0.7750 -1.0495 -2.3799
*
```

E_HOMO = -0.5212 Ha
Kohn-Sham gap = 10.821 eV

# 8
This record from OMol25 describes 2 unconnected molecules or ions with the total composition C3H9N2P2 in a non-equilibrium geometry. The level of theory is ωB97M-V/def2-TZVPD.

Structure (ORCA input):
```
! RIJCOSX wB97M-V def2-TZVPD def2/J DEFGRID3
* xyz 1 1
C 2.0268 1.3640 0.9696
C 1.2571 1.6927 -1.2242
C -1.5394 -2.5121 0.8441
N -1.8607 -0.0969 -0.1959
N 1.2330 1.0766 0.0591
P -0.6254 -1.0045 0.3392
P -2.9270 0.7115 -0.8139
H -0.1553 -1.5358 -0.8264
H 2.6017 2.2898 0.7982
H 1.8527 0.9749 1.9176
H 2.1661 1.3155 -1.8530
H 0.1659 1.4583 -1.5369
H 1.1916 2.7886 -1.2290
H -1.0482 -3.5026 0.6904
H -1.8862 -2.4787 1.9213
H -2.4528 -2.5412 0.1398
*
```

E_HOMO = -0.4487 Ha
Kohn-Sham gap = 5.998 eV

Energy relative to the best compared isomer or geometry (same formula, charge and spin) across the listed records, respectively: 40.8; 113.9; 22.2; 123.4; 25.7; 106.4; 76.9; 61.2 kcal/mol.